No. 1
{
  "formula": "C21H51N3O2",
  "method": "ωB97M-V/def2-TZVPD",
  "symbols": ["C", "C", "O", "C", "C", "N", "C", "C", "C", "C", "O", "C", "H", "H", "H", "H", "H", "H", "H", "H", "H", "H", "H", "H", "H", "H", "H", "H", "H", "H", "H", "H", "H", "C", "C", "N", "C", "C", "C", "C", "H", "H", "H", "H", "H", "H", "H", "H", "H", "H", "H", "H", "H", "H", "H", "C", "C", "N", "C", "C", "C", "C", "H", "H", "H", "H", "H", "H", "H", "H", "H", "H", "H", "H", "H", "H", "H"],
  "positions_angstrom": [[-1.4176, 4.8236, -1.7361], [-2.2225, 4.4796, -0.4921], [-2.1646, 3.0695, -0.2961], [-3.1032, 2.5596, 0.6112], [-3.4188, 1.1070, 0.2675], [-2.3473, 0.1504, 0.5074], [-1.2121, 0.1852, -0.4311], [-1.6172, -0.0089, -1.8965], [-0.1725, -0.8496, 0.0337], [1.0784, -0.2500, 0.6909], [-2.7267, 2.7757, 1.9536], [-1.3763, 2.4963, 2.3018], [-2.0532, 4.9724, -2.6085], [-0.8236, 5.7265, -1.5921], [-0.7331, 4.0025, -1.9531], [-3.2742, 4.7728, -0.5944], [-1.8330, 4.9925, 0.3947], [-4.0379, 3.1289, 0.5203], [-4.2580, 0.8232, 0.9054], [-3.7800, 1.1080, -0.7732], [-2.7469, -0.7829, 0.4699], [-0.7838, 1.1855, -0.3404], [-0.7439, -0.2291, -2.5142], [-2.0942, 0.8809, -2.3102], [-2.3169, -0.8474, -1.9979], [0.1233, -1.4609, -0.8227], [-0.6629, -1.5287, 0.7365], [0.8814, 0.7696, 1.0289], [1.3972, -0.8165, 1.5662], [1.9244, -0.2036, 0.0033], [-1.2689, 2.8103, 3.3385], [-0.6815, 3.0656, 1.6776], [-1.1558, 1.4323, 2.2132], [-3.7243, -6.6671, -3.0287], [-2.4020, -5.9377, -3.2081], [-2.5743, -4.5212, -3.4795], [-1.3779, -3.8678, -3.9834], [-0.1610, -3.7809, -3.0570], [-3.3409, -3.7792, -2.4899], [-2.8792, -3.8503, -1.0299], [-4.3880, -6.4647, -3.8705], [-3.5518, -7.7425, -2.9730], [-4.2352, -6.3703, -2.1117], [-1.8734, -6.3601, -4.0673], [-1.7646, -6.1348, -2.3309], [-1.6625, -2.8590, -4.2961], [-1.0843, -4.4005, -4.8930], [-0.3185, -3.0794, -2.2387], [0.7076, -3.4378, -3.6227], [0.0879, -4.7527, -2.6276], [-4.3787, -4.1186, -2.5372], [-3.3533, -2.7366, -2.8186], [-2.7427, -4.8799, -0.6958], [-3.6384, -3.3989, -0.3865], [-1.9432, -3.3164, -0.8653], [5.5922, 1.2445, 0.7586], [4.7253, 2.2792, 1.4596], [3.9740, 1.7232, 2.5711], [2.8968, 2.5784, 3.0356], [3.2606, 3.9358, 3.6466], [4.7613, 1.0591, 3.5989], [5.8764, 1.8653, 4.2733], [4.9974, 0.3704, 0.4890], [6.0179, 1.6697, -0.1510], [6.4223, 0.9131, 1.3839], [3.9903, 2.6689, 0.7490], [5.3556, 3.1358, 1.7481], [2.3072, 2.0056, 3.7572], [2.2391, 2.7531, 2.1773], [3.7241, 3.8350, 4.6273], [2.3569, 4.5361, 3.7695], [3.9424, 4.4949, 3.0040], [5.2070, 0.1648, 3.1564], [4.0586, 0.6994, 4.3548], [6.5231, 2.3444, 3.5360], [6.5007, 1.1985, 4.8710], [5.4914, 2.6407, 4.9337]],
  "e_lumo_ev": 0.790,
  "smiles": "CCO[C@@H](CN[C@H](C)CC)OC.CCN(CC)CC.CCN(CC)CC",
  "total_charge": 0
}


No. 2
{
  "formula": "C21H52N4O",
  "method": "ωB97M-V/def2-TZVPD",
  "symbols": ["C", "C", "N", "C", "C", "C", "C", "H", "H", "H", "H", "H", "H", "H", "H", "H", "H", "H", "H", "H", "H", "H", "C", "C", "N", "C", "C", "C", "C", "H", "H", "H", "H", "H", "H", "H", "H", "H", "H", "H", "H", "H", "H", "H", "C", "C", "N", "C", "C", "C", "C", "H", "H", "H", "H", "H", "H", "H", "H", "H", "H", "H", "H", "H", "H", "H", "C", "N", "C", "C", "O", "H", "H", "H", "H", "H", "H", "H"],
  "positions_angstrom": [[1.5316, -5.3193, -2.4088], [2.0495, -3.9635, -2.1421], [3.5018, -3.9184, -2.0952], [3.9665, -4.5497, -0.8162], [5.4553, -4.6090, -0.6918], [4.1478, -2.5892, -2.2517], [3.5754, -1.7185, -3.3804], [1.6948, -6.0502, -1.6169], [1.9221, -5.9094, -3.2379], [0.5044, -5.3122, -2.7733], [1.6657, -3.3758, -2.9759], [1.6185, -3.5064, -1.2514], [3.5065, -3.9364, -0.0414], [3.6977, -5.6036, -0.7445], [5.8203, -3.6563, -0.3080], [5.7350, -5.3156, 0.0896], [5.9374, -4.8876, -1.6288], [5.1995, -2.7654, -2.4775], [4.2038, -1.9796, -1.3499], [4.3565, -0.9984, -3.6241], [2.7453, -1.1254, -2.9967], [3.3698, -2.2365, -4.3171], [-0.0520, 0.5222, -2.4538], [1.0047, 1.0850, -1.5473], [0.4840, 1.2748, -0.2122], [1.2148, 2.3225, 0.4591], [2.7010, 2.0041, 0.7699], [0.3640, -0.0313, 0.4711], [-0.3412, 0.1380, 1.8079], [0.0886, 0.8979, -3.4673], [-1.0118, 0.9257, -2.1312], [-0.1198, -0.5651, -2.4166], [1.8547, 0.4336, -1.7504], [1.1171, 2.0881, -1.9588], [0.9780, 3.2342, -0.0894], [0.6697, 2.6863, 1.3301], [3.2703, 1.5826, -0.0585], [3.0632, 2.9909, 1.0584], [2.6732, 1.3903, 1.6702], [1.3464, -0.5033, 0.4861], [-0.3070, -0.7064, -0.0601], [-0.8609, -0.7715, 2.1094], [-1.2176, 0.7826, 1.7395], [0.3488, 0.5529, 2.5426], [-7.1309, -0.9767, 4.4534], [-6.0511, -1.4385, 3.5152], [-5.7792, -0.6273, 2.2984], [-4.7878, -1.2331, 1.4111], [-5.3721, -2.1670, 0.4106], [-5.3664, 0.7594, 2.6423], [-4.0444, 0.7696, 3.3668], [-6.8340, -0.1213, 5.0601], [-7.1784, -1.8008, 5.1652], [-8.0554, -0.9635, 3.8761], [-5.1463, -1.6108, 4.0980], [-6.3031, -2.4443, 3.1793], [-4.1430, -0.5089, 0.9132], [-3.9788, -1.6571, 2.0060], [-5.7398, -3.1085, 0.8185], [-6.0888, -1.5902, -0.1739], [-4.6808, -2.6075, -0.3078], [-6.0958, 1.1265, 3.3643], [-5.4530, 1.4445, 1.7989], [-3.9583, 0.2229, 4.3059], [-3.9603, 1.8047, 3.6980], [-3.1690, 0.3423, 2.8778], [2.7374, 6.7438, -2.9883], [2.0554, 6.1468, -1.7642], [2.3950, 6.5467, -0.5658], [1.5375, 6.1388, 0.6345], [3.2561, 7.4055, -0.4153], [2.9672, 5.9919, -3.7433], [3.7093, 7.2233, -2.8717], [1.9917, 7.3935, -3.4466], [1.1984, 5.6244, -1.8779], [1.3089, 7.0432, 1.1983], [2.0281, 5.5722, 1.4259], [0.6583, 5.5476, 0.3782]],
  "e_lumo_ev": 0.563,
  "smiles": "CCN(CC)CC.CCN(CC)CC.CCN(CC)CC.CNC(C)=O",
  "relative_energy_ev": 2.601,
  "total_charge": 0
}


No. 3
{
  "formula": "C21H53BO9S7",
  "method": "ωB97M-V/def2-TZVPD",
  "symbols": ["C", "C", "C", "C", "C", "B", "C", "C", "O", "O", "H", "H", "H", "H", "H", "H", "H", "H", "H", "H", "H", "C", "S", "O", "C", "H", "H", "H", "H", "H", "H", "C", "S", "O", "C", "H", "H", "H", "H", "H", "H", "C", "S", "O", "C", "H", "H", "H", "H", "H", "H", "C", "S", "O", "C", "H", "H", "H", "H", "H", "H", "C", "S", "O", "C", "H", "H", "H", "H", "H", "H", "C", "S", "O", "C", "H", "H", "H", "H", "H", "H", "C", "S", "O", "C", "H", "H", "H", "H", "H", "H"],
  "positions_angstrom": [[3.3721, 1.8085, 3.4755], [2.3756, 2.2960, 2.9491], [0.9566, 2.6936, 2.3634], [-0.1709, 1.8063, 3.1242], [-1.2507, 2.7545, 3.8409], [-2.4310, 3.0338, 2.7527], [-3.9539, 2.7095, 3.2410], [-4.4130, 1.2752, 2.7383], [-5.2877, 1.1433, 1.9008], [-3.7768, 0.1695, 3.3333], [4.0248, 1.1975, 4.1537], [0.9602, 2.4414, 1.2624], [0.7600, 3.7953, 2.5406], [0.3871, 1.2773, 3.9600], [-0.6105, 1.0331, 2.4317], [-0.7544, 3.7007, 4.2058], [-1.7006, 2.1659, 4.7059], [-2.2017, 3.4332, 1.6611], [-3.9353, 2.6431, 4.3793], [-4.6950, 3.4920, 2.9101], [-3.3089, -0.2737, 2.5843], [-0.0855, -1.6188, -0.5194], [-1.7763, -1.3595, 0.0239], [-1.7212, -1.0487, 1.4913], [-2.3063, -3.0719, -0.1469], [0.4452, -0.6688, -0.4527], [0.4021, -2.3527, 0.1235], [-0.0795, -1.9632, -1.5546], [-1.6806, -3.7191, 0.4698], [-2.2382, -3.3696, -1.1952], [-3.3423, -3.1481, 0.1840], [4.2029, -3.6372, 2.5595], [2.7013, -2.8809, 1.9148], [2.8636, -2.7545, 0.4330], [2.9715, -1.2482, 2.6249], [4.2534, -4.6655, 2.1997], [5.0778, -3.0871, 2.2081], [4.1720, -3.6365, 3.6508], [3.9158, -0.8299, 2.2736], [2.9763, -1.3245, 3.7133], [2.1513, -0.6029, 2.3113], [4.1328, 5.4351, 4.4749], [2.6168, 6.1576, 3.8213], [2.7846, 6.2895, 2.3450], [2.8633, 7.7931, 4.5411], [4.2072, 4.4091, 4.1143], [4.9962, 6.0059, 4.1285], [4.0951, 5.4339, 5.5655], [3.8062, 8.2154, 4.1904], [2.8673, 7.7146, 5.6293], [2.0399, 8.4350, 4.2282], [3.6405, -4.9609, -1.6731], [4.2622, -6.3839, -0.7590], [4.3859, -5.9766, 0.6724], [5.9187, -6.3559, -1.4718], [2.6171, -4.7667, -1.3543], [4.2562, -4.0855, -1.4634], [3.6514, -5.1828, -2.7419], [6.3922, -5.3929, -1.2744], [5.8547, -6.5307, -2.5466], [6.5060, -7.1500, -1.0107], [-2.7397, -6.8292, -4.6126], [-2.9020, -5.0501, -4.8651], [-1.7588, -4.3919, -4.1632], [-4.3608, -4.8460, -3.8279], [-1.8548, -7.1743, -5.1479], [-2.6273, -7.0452, -3.5489], [-3.6217, -7.3350, -5.0082], [-4.1462, -5.1873, -2.8131], [-5.1896, -5.4166, -4.2488], [-4.6264, -3.7885, -3.8062], [-7.5767, -1.7500, -6.3091], [-6.0900, -1.6632, -5.2927], [-6.2439, -2.6592, -4.1903], [-6.4317, -0.0342, -4.5992], [-7.5933, -2.7163, -6.8132], [-8.4634, -1.6535, -5.6806], [-7.5552, -0.9537, -7.0545], [-7.3900, -0.0455, -4.0780], [-6.4473, 0.7060, -5.4005], [-5.6384, 0.2132, -3.8940], [2.9779, 6.2760, -0.8712], [3.3110, 6.0167, -2.6235], [3.6432, 7.3439, -3.2172], [1.6086, 5.6314, -3.0810], [3.9065, 6.5687, -0.3826], [2.2379, 7.0678, -0.7457], [2.6140, 5.3484, -0.4273], [0.9550, 6.4644, -2.8171], [1.2896, 4.7244, -2.5651], [1.5698, 5.4673, -4.1579]],
  "e_lumo_ev": 0.410,
  "total_charge": 0
}


No. 4
{
  "formula": "C21H53Cl2F2N6O12S2Tl",
  "method": "ωB97M-V/def2-TZVPD",
  "symbols": ["Tl", "N", "S", "O", "O", "F", "S", "O", "O", "F", "Cl", "C", "C", "Cl", "H", "H", "H", "H", "C", "C", "C", "O", "H", "H", "H", "H", "H", "H", "H", "H", "C", "C", "C", "O", "H", "H", "H", "H", "H", "H", "H", "H", "C", "C", "C", "O", "H", "H", "H", "H", "H", "H", "H", "H", "O", "C", "N", "C", "H", "H", "H", "H", "H", "O", "C", "N", "C", "H", "H", "H", "H", "H", "O", "C", "N", "C", "H", "H", "H", "H", "H", "O", "C", "N", "C", "H", "H", "H", "H", "H", "O", "C", "N", "C", "H", "H", "H", "H", "H"],
  "positions_angstrom": [[-7.4880, -6.1976, 2.3061], [-8.4378, -8.1688, 0.4398], [-7.8277, -8.4724, -0.9538], [-8.4875, -7.9668, -2.1339], [-7.1279, -9.7240, -1.1062], [-6.6484, -7.3634, -0.8755], [-9.7693, -9.2224, 0.1947], [-9.5289, -10.6125, 0.4573], [-10.7440, -8.9042, -0.8111], [-10.3853, -8.7367, 1.5766], [-7.2531, -15.4926, 0.5461], [-8.2505, -14.0308, 0.6505], [-9.4428, -14.1413, -0.3141], [-8.8781, -13.6856, -1.9512], [-7.6640, -13.1867, 0.3002], [-8.5804, -13.9635, 1.6834], [-10.2155, -13.3910, -0.1501], [-9.9202, -15.1161, -0.2571], [-12.0021, -11.2173, -2.8612], [-11.2555, -10.0288, -3.4968], [-11.1955, -10.1907, -5.0052], [-11.8813, -8.8187, -3.1787], [-11.3721, -12.1014, -2.9462], [-12.9562, -11.3356, -3.3751], [-12.1930, -11.0829, -1.7960], [-10.2620, -10.0475, -3.0319], [-10.7702, -11.0886, -5.4560], [-10.5614, -9.4189, -5.4620], [-12.1679, -10.0222, -5.4738], [-11.3613, -8.5191, -2.4053], [-5.4514, -11.6103, -5.9704], [-6.9831, -11.5537, -5.8957], [-7.5510, -11.3952, -4.4615], [-7.5169, -10.6506, -6.8125], [-4.8739, -10.7011, -5.7783], [-5.1086, -12.0843, -6.8861], [-5.1623, -12.1964, -5.0901], [-7.3144, -12.5509, -6.2012], [-8.6275, -11.3203, -4.6188], [-7.1000, -10.5742, -3.9017], [-7.4388, -12.2671, -3.8183], [-7.0275, -9.8192, -6.8195], [-14.4184, -9.3897, 0.6100], [-14.3980, -10.8450, 1.0109], [-12.9842, -11.2573, 1.4791], [-15.3062, -10.9925, 2.1159], [-13.7928, -9.2439, -0.2745], [-14.0113, -8.7833, 1.4193], [-15.4487, -9.1197, 0.3843], [-14.7297, -11.5845, 0.2775], [-12.3853, -11.2636, 0.5585], [-12.9080, -12.2111, 1.9942], [-12.4685, -10.4877, 2.0598], [-15.6292, -11.8989, 2.0793], [-8.4886, -5.1686, -0.3013], [-9.0668, -4.7361, -1.2960], [-10.3372, -4.2946, -1.2140], [-8.4837, -4.8176, -2.6826], [-10.7677, -4.1278, -0.3175], [-10.5612, -3.5875, -1.9051], [-7.4246, -5.0706, -2.7812], [-8.3917, -3.8792, -3.2420], [-9.0141, -5.5619, -3.2733], [-10.4639, -6.0460, 2.0775], [-11.6905, -5.9806, 1.9239], [-12.2413, -6.3118, 0.7357], [-12.5548, -5.8963, 3.1390], [-13.2456, -6.2329, 0.6932], [-11.6552, -6.3317, -0.0830], [-11.9997, -5.4287, 3.9495], [-12.8399, -6.8516, 3.5934], [-13.5457, -5.4548, 3.0080], [-6.5771, -8.8604, 2.9702], [-6.1552, -9.9063, 2.4549], [-5.0954, -9.8030, 1.6438], [-6.7091, -11.2754, 2.7661], [-4.7045, -8.8919, 1.4116], [-4.7642, -10.6184, 1.1519], [-6.5582, -11.4558, 3.8308], [-6.2603, -12.0637, 2.1699], [-7.7904, -11.2206, 2.6361], [-9.3228, -7.5117, 4.3027], [-10.0125, -8.2829, 4.9747], [-11.1066, -8.8694, 4.4710], [-9.7397, -8.4631, 6.4476], [-11.5810, -9.6146, 4.9504], [-11.2360, -8.7422, 3.4799], [-10.0356, -7.5082, 6.8877], [-8.7194, -8.7749, 6.6444], [-10.4066, -9.1627, 6.9565], [-4.6245, -6.9229, 1.0568], [-3.8636, -6.7378, 0.0905], [-3.7858, -7.6790, -0.8686], [-2.9207, -5.5796, -0.0029], [-4.4078, -8.4681, -0.8356], [-3.0245, -7.6711, -1.5268], [-1.9300, -5.9741, 0.2299], [-3.1631, -4.8330, 0.7462], [-2.9643, -5.1660, -1.0087]],
  "e_lumo_ev": -12.138,
  "relative_energy_ev": 0.000,
  "total_charge": 2
}


No. 5
{
  "formula": "C21H53Cl2N5O8",
  "method": "ωB97M-V/def2-TZVPD",
  "symbols": ["C", "C", "N", "O", "H", "H", "H", "H", "H", "C", "C", "N", "O", "H", "H", "H", "H", "H", "C", "C", "N", "O", "H", "H", "H", "H", "H", "C", "C", "N", "O", "H", "H", "H", "H", "H", "C", "C", "N", "O", "H", "H", "H", "H", "H", "C", "C", "C", "O", "H", "H", "H", "H", "H", "H", "H", "H", "C", "C", "C", "O", "H", "H", "H", "H", "H", "H", "H", "H", "C", "C", "C", "O", "H", "H", "H", "H", "H", "H", "H", "H", "Cl", "C", "C", "Cl", "H", "H", "H", "H"],
  "positions_angstrom": [[-0.3451, 3.3789, -4.9618], [0.5963, 2.8638, -3.9276], [0.3276, 2.9662, -2.6615], [1.5762, 2.2795, -4.3262], [-1.3111, 2.8859, -4.8523], [-0.0984, 3.0495, -5.9711], [-0.5216, 4.4461, -5.0965], [-0.4506, 3.5279, -2.3469], [0.9464, 2.5877, -1.9588], [1.5951, 0.5705, 7.8867], [2.2493, 0.4271, 6.4486], [1.9711, 1.3090, 5.4992], [3.1724, -0.3357, 6.3570], [2.4261, 0.6504, 8.5875], [0.8953, -0.2298, 8.1275], [1.0337, 1.4926, 8.0371], [1.3159, 2.0576, 5.6736], [2.5414, 1.2679, 4.6666], [-3.2968, -3.8005, -2.3720], [-3.0086, -2.6339, -1.4505], [-3.6405, -2.6032, -0.3003], [-2.2587, -1.6683, -1.7456], [-2.2716, -4.0125, -2.6757], [-3.9503, -3.4676, -3.1783], [-3.6822, -4.6899, -1.8735], [-3.9766, -3.4095, 0.2067], [-3.4514, -1.8184, 0.3067], [4.4562, 2.3503, -2.3057], [5.1347, 2.7859, -3.5825], [4.4559, 2.7049, -4.7436], [6.2690, 3.1399, -3.5449], [4.8588, 1.3963, -1.9655], [3.3663, 2.3415, -2.2928], [4.7640, 3.0628, -1.5404], [4.9651, 2.7756, -5.6130], [3.4567, 2.6033, -4.6368], [0.9948, 0.6324, 1.8183], [1.0891, 0.3482, 0.3469], [0.2391, -0.5647, 0.0034], [1.8359, 0.8817, -0.4752], [0.6723, -0.1909, 2.4558], [0.2960, 1.4615, 1.9294], [1.9816, 0.9215, 2.1800], [0.3600, -0.9059, -0.9395], [-0.7028, -0.5205, 0.3653], [-3.9505, 3.1590, -1.2297], [-4.0024, 1.7049, -1.5498], [-4.2176, 1.4047, -3.0198], [-2.7511, 1.1126, -1.1336], [-2.9973, 3.6663, -1.3781], [-4.2081, 3.2855, -0.1781], [-4.7339, 3.6870, -1.7734], [-4.7013, 1.2292, -0.8617], [-4.1795, 0.3333, -3.2165], [-3.4255, 2.0008, -3.4728], [-5.0962, 1.8207, -3.5129], [-2.5914, 0.2729, -1.5707], [-4.6201, -0.8676, 3.3713], [-3.8452, 0.1874, 2.5931], [-2.9299, 1.0922, 3.4581], [-3.0073, -0.3354, 1.5800], [-3.9073, -1.1800, 4.1345], [-4.8954, -1.7101, 2.7369], [-5.4622, -0.2408, 3.6648], [-4.4586, 0.8544, 1.9874], [-3.5290, 1.5519, 4.2441], [-2.5981, 1.8943, 2.7988], [-2.0300, 0.6728, 3.9080], [-2.7981, 0.3396, 0.9302], [3.0906, -2.6384, -0.7814], [3.4367, -1.7697, -1.9569], [3.9451, -2.5509, -3.0938], [2.3700, -0.9812, -2.2425], [2.8125, -2.1597, 0.1576], [3.9552, -3.2810, -0.6151], [2.3315, -3.3800, -1.0300], [4.2593, -1.0976, -1.7127], [4.9042, -3.0553, -2.9764], [4.0936, -1.9540, -3.9936], [3.2621, -3.3561, -3.3645], [2.2466, -0.2767, -1.6021], [2.1798, -2.0768, 3.4940], [2.1988, -3.8083, 3.1798], [1.1579, -4.1414, 2.0544], [0.8539, -5.8945, 1.9918], [2.0892, -4.3007, 4.1461], [3.1789, -4.1035, 2.8052], [1.4508, -3.7664, 1.0737], [0.2433, -3.6584, 2.3982]],
  "e_lumo_ev": 0.190,
  "smiles": "CC(N)=O.CC(N)=O.CC(N)=O.CC(N)=O.CC(N)=O.CC(C)O.CC(C)O.CC(C)O.ClCCCl",
  "total_charge": 0
}